[1]
{"formula": "C50H100BN7O35", "method": "ωB97M-V with the def2-TZVPD basis set", "elements": ["O", "O", "O", "O", "O", "O", "O", "O", "O", "O", "O", "O", "O", "O", "O", "O", "O", "O", "O", "O", "O", "O", "O", "O", "O", "O", "O", "O", "O", "O", "O", "O", "O", "O", "O", "N", "N", "N", "N", "N", "N", "N", "C", "C", "C", "C", "C", "C", "C", "C", "C", "C", "C", "C", "C", "C", "C", "C", "C", "C", "C", "C", "C", "C", "C", "C", "C", "C", "C", "C", "C", "C", "C", "C", "C", "C", "C", "C", "C", "C", "C", "C", "C", "C", "C", "C", "C", "C", "C", "C", "C", "C", "B", "H", "H", "H", "H", "H", "H", "H", "H", "H", "H", "H", "H", "H", "H", "H", "H", "H", "H", "H", "H", "H", "H", "H", "H", "H", "H", "H", "H", "H", "H", "H", "H", "H", "H", "H", "H", "H", "H", "H", "H", "H", "H", "H", "H", "H", "H", "H", "H", "H", "H", "H", "H", "H", "H", "H", "H", "H", "H", "H", "H", "H", "H", "H", "H", "H", "H", "H", "H", "H", "H", "H", "H", "H", "H", "H", "H", "H", "H", "H", "H", "H", "H", "H", "H", "H", "H", "H", "H", "H", "H", "H", "H", "H", "H", "H", "H", "H", "H", "H", "H"], "coordinates": [[0.107, -0.892, 0.101], [5.741, 1.048, -3.383], [2.058, 1.759, -1.178], [-3.970, -4.071, 8.386], [-3.590, -3.961, 2.389], [-0.851, -2.836, -5.495], [-6.235, -2.694, -1.656], [0.870, 1.251, 0.734], [-5.669, 4.993, 0.288], [2.217, -3.633, 0.158], [-3.003, -6.038, 1.963], [-5.947, -3.513, 7.274], [-0.655, -1.163, 4.286], [1.378, -1.160, -1.822], [1.267, -3.715, -5.557], [1.199, 6.197, -0.381], [-4.046, -3.068, 6.323], [0.108, -3.588, -7.375], [-5.247, -5.620, 2.489], [-1.486, 0.467, 1.267], [0.378, -0.406, 2.465], [4.040, -3.627, -1.215], [-4.309, -2.374, -1.052], [1.329, 2.188, 8.709], [-5.188, 3.286, 1.725], [4.691, 0.195, 0.942], [2.659, -5.433, -1.229], [-3.579, 4.398, 0.631], [-0.656, 2.321, 9.734], [-0.243, 1.113, 7.727], [2.510, 5.873, 1.466], [1.619, 7.881, 1.156], [3.465, -0.777, 5.415], [-2.979, -0.067, 3.055], [-4.699, -4.288, -2.212], [4.935, 0.047, 3.161], [2.181, 3.549, -5.808], [4.498, 0.491, -1.753], [6.550, 0.362, -1.445], [3.353, -1.028, 2.236], [2.962, -1.156, 7.568], [1.415, -1.131, 6.108], [1.214, 2.323, -5.716], [-1.484, 0.375, 7.740], [5.607, 0.683, -2.253], [-1.069, 1.474, -6.504], [3.297, 3.308, -4.786], [-4.842, 4.184, 1.013], [4.636, -2.612, -0.541], [-1.279, 4.111, 1.245], [-0.834, -3.082, -8.321], [2.944, -4.276, -0.841], [2.786, 4.524, 1.138], [3.565, 2.738, -7.907], [2.629, 3.664, 2.354], [2.161, 2.787, 9.617], [-6.831, -4.150, 8.076], [0.994, -4.126, 0.708], [-7.072, 4.794, 0.585], [-7.329, -3.252, -2.277], [-4.622, -3.613, 7.424], [3.192, 4.330, -3.682], [4.217, 4.080, -9.961], [-4.562, -2.946, 2.467], [-1.851, 0.078, 2.552], [-3.130, -7.451, 1.747], [1.629, -3.138, -4.315], [-2.618, 3.414, 1.063], [1.438, -4.532, 2.083], [-1.777, -8.109, 1.440], [1.475, 4.805, -5.160], [0.869, 8.937, 0.451], [1.747, 6.592, 0.641], [-0.960, -3.995, -9.505], [-2.558, 0.860, 6.802], [2.722, 3.874, -7.227], [4.356, -0.215, 2.058], [-0.623, -0.644, 3.159], [-0.061, 2.640, -6.523], [-2.602, -2.980, 6.361], [-2.449, -1.748, -2.570], [4.781, 3.216, -8.848], [-5.077, -3.241, -1.686], [1.433, 0.972, -0.411], [2.593, 5.528, -4.426], [0.044, -3.396, -6.104], [0.060, 1.934, 8.785], [-1.953, -4.147, 5.638], [-4.061, -5.247, 2.287], [-2.927, -2.396, -1.252], [2.691, -1.079, 6.316], [0.977, -0.496, -0.839], [-0.017, 0.177, 1.150], [-2.569, -0.701, -2.290], [2.069, -3.906, -3.680], [1.226, 9.864, 0.899], [-5.212, -3.092, 1.605], [1.971, 4.408, -7.808], [4.972, -2.814, 0.476], [-0.857, 4.354, 0.270], [-2.150, -2.656, 7.298], [3.786, 4.385, 0.726], [0.344, -3.252, 0.740], [-3.059, -1.825, -3.469], [2.039, 4.148, 0.440], [-7.524, 5.395, -0.204], [-5.229, -3.098, 3.315], [-1.369, -1.877, -2.651], [3.274, 3.965, 3.179], [5.788, 0.566, 3.316], [0.025, 3.014, -7.543], [0.548, -4.940, 0.136], [3.914, -1.040, 7.884], [-7.415, -3.347, 8.526], [-7.470, 3.790, 0.432], [-3.768, -7.706, 0.901], [2.193, -1.333, 8.199], [-1.059, -7.806, 2.202], [5.360, -2.138, -1.204], [-1.943, 0.271, 8.723], [4.397, 0.399, -0.752], [0.899, -1.446, 6.917], [3.541, 3.676, -10.715], [-1.831, -2.890, -7.925], [4.537, -0.282, 4.029], [1.698, -3.753, 2.800], [-2.510, -2.145, 5.667], [-1.195, -4.966, -9.069], [3.588, 4.840, -9.497], [1.043, 5.487, -5.892], [-3.339, 0.100, 6.796], [1.041, -0.858, 5.210], [-7.572, -4.273, -1.980], [5.188, 2.328, -9.331], [-0.977, -3.880, 5.231], [0.701, -5.223, 2.493], [-0.562, 0.592, -6.895], [2.969, 2.655, 2.122], [2.882, 2.033, -8.381], [3.741, 0.863, -2.309], [3.455, 4.659, -7.039], [-2.268, 0.814, 5.752], [1.765, 1.487, -6.145], [-0.636, 3.408, -6.006], [2.443, -2.435, -4.493], [-1.822, -4.972, 6.337], [-7.233, -3.138, -3.356], [-7.437, -4.797, 7.441], [-1.377, 5.079, 1.737], [-2.407, -1.784, -0.515], [-0.197, 8.904, 0.672], [2.364, 6.274, -3.666], [-6.282, -4.694, 8.844], [-1.276, -7.614, 0.608], [7.552, 0.325, -1.566], [5.618, 3.663, -8.312], [-7.317, 5.086, 1.606], [-2.629, 2.682, 0.255], [0.702, 4.444, -4.482], [3.995, 2.149, -7.097], [-1.128, -0.567, 7.322], [-2.476, -4.390, 4.713], [2.338, -5.134, 1.959], [-4.423, -1.867, 2.407], [2.758, -1.192, 1.436], [-1.325, 1.235, -5.472], [-1.784, -9.159, 1.149], [2.477, 4.008, -2.926], [1.918, 2.576, 10.658], [6.205, 0.264, -0.501], [-2.942, 1.861, 7.000], [3.415, 2.253, -4.540], [2.009, 3.859, 9.487], [3.899, -1.810, -0.518], [1.565, 3.719, 2.587], [-0.456, -2.162, -8.768], [0.931, 8.947, -0.637], [-8.248, -2.671, -2.194], [-2.545, -3.409, -1.131], [-1.708, -3.794, -10.272], [4.140, 4.609, -3.223], [-3.467, -7.878, 2.692], [3.305, 6.076, -5.043], [-2.944, 2.917, 1.977], [-0.058, -4.308, -10.031], [4.236, 3.502, -5.305], [1.073, 2.037, -4.674], [-1.958, 1.637, -7.113], [3.205, 2.516, 9.455], [4.934, 4.717, -10.479], [-0.518, 3.452, 1.661], [0.799, -2.694, -3.766], [2.984, -1.281, 3.141]], "e_lumo_ev": -0.2175, "homo_lumo_gap_ha": 0.3217}



[2]
{"formula": "C3H4NO", "method": "ωB97M-V with the def2-TZVPD basis set", "elements": ["O", "N", "C", "C", "C", "H", "H", "H", "H"], "coordinates": [[0.921, 1.150, -0.025], [0.337, -1.202, -0.144], [-0.271, 1.035, -0.114], [1.417, -0.658, -0.034], [-0.847, -0.416, 0.006], [-1.278, -0.400, 1.002], [2.426, -0.820, 0.146], [-1.615, -0.582, -0.737], [-1.091, 1.893, -0.101]], "total_charge": 1, "e_lumo_ev": -5.2224, "homo_lumo_gap_ha": 0.4575}



[3]
{"formula": "C19H33Cl12F2NO8", "method": "ωB97M-V with the def2-TZVPD basis set", "elements": ["Cl", "Cl", "Cl", "Cl", "Cl", "Cl", "Cl", "Cl", "Cl", "Cl", "Cl", "Cl", "F", "F", "O", "O", "O", "O", "O", "O", "O", "O", "N", "C", "C", "C", "C", "C", "C", "C", "C", "C", "C", "C", "C", "C", "C", "C", "C", "C", "C", "C", "H", "H", "H", "H", "H", "H", "H", "H", "H", "H", "H", "H", "H", "H", "H", "H", "H", "H", "H", "H", "H", "H", "H", "H", "H", "H", "H", "H", "H", "H", "H", "H", "H"], "coordinates": [[-8.127, 8.256, -2.986], [-9.622, 11.253, -3.733], [-5.916, 10.686, 4.814], [-5.208, 11.943, -2.853], [-6.912, 17.236, 0.926], [-5.851, 13.854, 4.093], [-6.977, 9.697, -0.304], [-10.870, 15.622, -3.433], [-3.957, 15.893, 2.102], [-12.000, 11.130, -5.969], [-6.726, 13.848, -0.313], [-8.447, 17.728, -2.133], [-11.871, 10.983, -0.481], [-3.210, 17.851, -7.457], [-10.047, 11.392, 0.826], [-7.668, 13.940, -6.528], [-7.789, 16.023, -6.961], [-4.624, 15.244, -5.739], [-3.821, 17.257, -5.331], [-10.219, 9.277, 1.457], [-9.664, 10.799, 2.971], [-4.958, 16.244, -3.738], [-7.472, 14.892, -7.251], [-6.572, 13.121, -3.006], [-11.288, 12.656, -5.381], [-4.348, 16.630, 0.536], [-10.359, 9.242, 0.034], [-10.477, 15.931, -1.748], [-6.795, 7.616, -2.021], [-10.536, 10.716, -0.314], [-5.886, 11.303, 3.170], [-5.109, 12.590, 3.036], [-3.162, 16.853, -6.530], [-9.851, 12.547, -4.940], [-7.032, 14.514, -8.631], [-4.022, 15.648, -6.977], [-9.959, 10.512, 1.854], [-7.470, 13.123, -1.795], [-4.524, 16.216, -4.849], [-5.970, 8.650, -1.284], [-5.269, 17.814, 0.653], [-10.097, 17.374, -1.519], [-5.449, 9.309, -1.978], [-7.137, 6.810, -1.373], [-7.915, 12.173, -1.520], [-5.495, 10.503, 2.540], [-9.593, 13.485, -4.450], [-5.187, 13.051, 2.056], [-2.136, 16.694, -6.175], [-6.138, 7.082, -2.712], [-10.776, 18.093, -1.975], [-9.698, 15.220, -1.494], [-7.187, 12.786, -3.839], [-6.397, 13.636, -8.573], [-6.172, 14.104, -3.243], [-9.538, 8.779, -0.503], [-3.402, 14.860, -7.395], [-3.436, 16.766, -0.049], [-5.319, 18.274, -0.334], [-4.762, 16.024, -7.683], [-11.884, 13.083, -4.577], [-4.838, 15.861, -0.062], [-6.536, 15.334, -9.137], [-11.348, 15.734, -1.121], [-11.350, 13.359, -6.212], [-6.915, 11.454, 2.840], [-7.962, 14.201, -9.101], [-4.976, 18.473, 1.465], [-4.056, 12.516, 3.294], [-9.993, 11.043, -1.196], [-11.302, 8.737, -0.164], [-8.319, 13.737, -2.110], [-5.216, 8.236, -0.619], [-10.075, 17.705, -0.481], [-9.144, 12.312, -5.727]], "smiles": "O=C1OC[C@@H](F)O1.O=C1OC[C@@H](F)O1.C[N+](=O)[O-].ClCCCl.ClCCCl.ClCCCl.ClCCCl.ClCCCl.ClCCCl", "e_lumo_ev": -0.5216, "homo_lumo_gap_ha": 0.3388}



[4]
{"formula": "C5H8N2O", "method": "ωB97M-V with the def2-TZVPD basis set", "elements": ["O", "N", "N", "C", "C", "C", "C", "C", "H", "H", "H", "H", "H", "H", "H", "H"], "coordinates": [[-0.088, 0.043, -2.553], [1.656, -0.182, 0.245], [0.932, 0.819, 0.802], [-1.364, 1.365, 1.392], [0.765, -1.083, -0.515], [-0.322, 0.564, 0.704], [-0.606, -0.796, 0.096], [0.800, -0.502, -1.960], [-1.378, -0.720, -0.671], [2.491, 0.150, -0.224], [-2.315, 1.277, 0.873], [-1.057, 2.405, 1.455], [-0.921, -1.532, 0.836], [1.129, -2.110, -0.443], [-1.500, 0.998, 2.410], [1.778, -0.695, -2.448]], "smiles": "CC1=NN[C@H](C=O)C1", "e_lumo_ev": 0.9239, "homo_lumo_gap_ha": 0.3430}



[5]
{"formula": "C4H6S2", "method": "ωB97M-V with the def2-TZVPD basis set", "elements": ["S", "S", "C", "C", "C", "C", "H", "H", "H", "H", "H", "H"], "coordinates": [[-3.140, 1.080, 0.318], [-1.429, -2.170, -0.108], [-0.107, -0.936, -0.353], [0.417, -0.130, 0.575], [1.500, 0.836, 0.202], [-1.741, 1.587, -0.160], [2.553, 0.380, 0.096], [0.129, -0.735, -1.410], [-1.579, -2.708, -1.259], [1.572, 1.577, -0.591], [0.232, -0.239, 1.602], [1.592, 1.456, 1.089]], "e_lumo_ev": -0.0164, "homo_lumo_gap_ha": 0.3130}



[6]
{"formula": "C3H6IN2O", "method": "ωB97M-V with the def2-TZVPD basis set", "elements": ["I", "O", "N", "N", "C", "C", "C", "H", "H", "H", "H", "H", "H"], "coordinates": [[0.822, 0.393, 2.400], [-0.072, -0.880, -1.838], [-1.344, -0.649, 0.169], [1.908, 0.360, -0.587], [-0.153, -0.492, -0.515], [-1.611, 0.295, 1.108], [0.826, 0.089, 0.166], [-1.893, -1.444, 0.263], [-1.401, 1.280, 0.957], [2.822, -0.014, -0.424], [0.440, -1.800, -1.846], [1.769, 0.451, -1.624], [-2.435, 0.163, 1.865]], "total_charge": 1, "e_lumo_ev": [-5.2599, -5.2603], "homo_lumo_gap_ha": [0.2804, 0.2804]}



[7]
{"formula": "C54H63ClCrFN7O3SeSi", "method": "ωB97M-V with the def2-TZVPD basis set", "elements": ["Se", "Cr", "Cl", "Si", "F", "O", "O", "O", "N", "N", "N", "N", "N", "N", "N", "C", "C", "C", "C", "C", "C", "C", "C", "C", "C", "C", "C", "C", "C", "C", "C", "C", "C", "C", "C", "C", "C", "C", "C", "C", "C", "C", "C", "C", "C", "C", "C", "C", "C", "C", "C", "C", "C", "C", "C", "C", "C", "C", "C", "C", "C", "C", "C", "C", "C", "C", "C", "C", "C", "H", "H", "H", "H", "H", "H", "H", "H", "H", "H", "H", "H", "H", "H", "H", "H", "H", "H", "H", "H", "H", "H", "H", "H", "H", "H", "H", "H", "H", "H", "H", "H", "H", "H", "H", "H", "H", "H", "H", "H", "H", "H", "H", "H", "H", "H", "H", "H", "H", "H", "H", "H", "H", "H", "H", "H", "H", "H", "H", "H", "H", "H", "H"], "coordinates": [[-2.244, -3.221, -1.803], [-1.267, 1.139, -0.657], [5.089, 0.654, -3.920], [0.603, -0.470, -0.214], [2.525, 5.737, 1.830], [-2.330, 0.107, 0.812], [-2.889, -0.580, 2.846], [-0.382, 2.001, 0.672], [2.597, 5.877, 4.723], [0.223, -3.976, -2.975], [-0.147, -4.942, -1.028], [-2.537, 0.752, -2.080], [-2.991, 2.642, -0.176], [5.391, 6.444, 4.473], [-0.479, 2.125, 4.751], [3.418, 2.159, -2.420], [-4.591, 1.409, -3.220], [-5.790, 2.181, -3.190], [-0.336, 2.483, -2.099], [3.541, -5.613, -2.650], [-0.816, -5.461, 0.136], [2.171, 2.589, -2.012], [-1.148, -3.567, -5.039], [3.035, 7.117, 4.140], [0.023, -3.154, -4.143], [-1.327, 1.175, 2.704], [-3.944, 2.433, -1.100], [0.288, 3.050, 4.076], [2.023, 0.324, 0.852], [-5.185, 3.115, -1.053], [-4.488, 4.034, 1.049], [-3.535, -6.680, -0.849], [-4.288, 0.533, -4.272], [-0.479, 2.033, 6.180], [-0.672, -4.110, -1.962], [-2.272, 0.137, 2.076], [-0.963, -6.091, -4.957], [-2.144, -7.213, -1.156], [-3.674, 1.506, -2.148], [0.270, 3.024, 2.665], [-5.448, 3.911, 0.070], [-3.256, 3.405, 0.860], [3.524, 1.226, -3.437], [-1.292, 1.268, 4.056], [0.994, 2.097, -2.588], [0.772, 1.589, 6.877], [1.054, 4.026, 4.710], [-1.153, -6.947, -0.024], [-6.095, 2.974, -2.136], [1.004, 3.966, 1.946], [1.835, 4.942, 3.991], [2.603, -4.803, -3.269], [4.902, 5.131, 4.975], [1.785, 4.883, 2.601], [2.383, 0.755, -4.067], [3.550, 5.365, 5.669], [-3.144, -0.234, -4.187], [2.062, -6.104, -0.804], [1.142, 1.198, -3.653], [1.694, -1.247, -1.607], [1.367, -4.675, -2.654], [-0.411, 0.671, 6.810], [3.273, -6.262, -1.449], [4.433, 7.032, 3.499], [-2.319, -0.106, -3.080], [-0.945, -4.851, -5.837], [1.115, -5.307, -1.423], [0.054, -1.983, 0.854], [-0.490, 2.042, 1.932], [-1.863, -6.093, -4.347], [1.727, 0.483, 1.884], [-4.235, -6.970, -1.627], [-6.468, 2.100, -4.027], [-2.189, -8.291, -1.322], [2.320, 7.446, 3.386], [-0.233, -7.508, -0.207], [-1.730, -4.884, 0.284], [2.117, 3.324, -1.219], [1.038, 4.108, 5.783], [-3.532, -5.595, -0.796], [-0.272, 3.458, -1.607], [-1.021, 2.589, -2.948], [-4.661, 4.620, 1.937], [-0.006, -4.806, -6.393], [-0.890, -2.382, 0.498], [-0.085, -1.725, 1.901], [-6.403, 4.409, 0.149], [-1.419, -0.699, -2.978], [2.612, -0.685, -1.728], [3.676, 6.087, 6.486], [1.223, -1.289, -2.577], [4.761, 4.457, 4.127], [1.962, -2.260, -1.329], [1.020, 2.051, 7.819], [6.315, 6.348, 4.035], [5.480, 7.083, 5.273], [-1.755, -4.923, -6.566], [-1.098, 2.779, 6.669], [2.317, 1.283, 0.438], [4.313, 2.536, -1.948], [2.470, 0.027, -4.860], [4.511, -5.738, -3.103], [-1.777, -6.756, -2.078], [-7.022, 3.526, -2.096], [2.904, -0.313, 0.855], [0.960, 3.955, 0.870], [-0.098, -6.126, -4.300], [-2.456, 3.532, 1.582], [4.412, 6.398, 2.613], [2.850, -4.290, -4.186], [0.258, 0.826, -4.154], [-1.313, -2.739, -5.733], [5.628, 4.697, 5.661], [-0.167, -5.316, 1.006], [-3.897, -7.071, 0.098], [-0.171, -2.134, -3.796], [4.027, -6.893, -1.006], [0.799, -2.775, 0.797], [-2.044, -3.671, -4.425], [0.959, -3.152, -4.704], [-2.884, -0.931, -4.968], [-0.339, -0.190, 6.161], [3.190, 4.426, 6.090], [1.870, -6.557, 0.153], [-4.953, 0.460, -5.117], [-1.939, 0.633, 4.643], [-1.582, -7.294, 0.919], [-0.987, 0.495, 7.706], [-0.951, -6.986, -5.571], [1.621, 1.343, 6.256], [3.055, 7.871, 4.936], [4.771, 8.025, 3.202]], "multiplicity": 2, "s_squared": 0.794, "total_charge": 1, "e_lumo_ev": [-3.2108, -3.2114], "homo_lumo_gap_ha": [0.1880, 0.1867]}